No. 1
C4H7N3O | ωB97M-V/def2-TZVPD

Geometry as XYZ:
```
15
Properties=species:S:1:pos:R:3:forces:R:3
C -0.031 1.264 0.890 -0.06 2.77 -1.08
C -0.120 0.204 1.604 0.31 -2.52 -0.11
C -0.129 -0.903 2.476 -1.69 -1.07 2.74
C 0.239 0.430 -2.609 -1.43 3.35 0.17
N -0.091 1.407 -0.440 0.75 0.69 -0.97
N 0.039 0.240 -1.178 -0.50 -0.70 -0.47
N -0.044 -0.872 -0.614 -0.39 -1.72 3.49
O 0.007 -2.053 -1.070 0.15 2.51 -0.53
H 0.050 2.256 1.442 -0.25 -1.24 -0.59
H 0.795 -1.258 2.988 -0.22 0.04 -1.25
H -0.822 -0.794 3.430 0.73 0.23 -2.01
H -0.702 -1.642 1.834 0.95 0.15 0.87
H -0.114 -0.342 -3.275 -0.17 -0.45 0.45
H -0.368 1.439 -2.755 1.46 -2.13 -0.25
H 1.291 0.626 -2.723 0.36 0.10 -0.45
```
Forces are in eV/Å.

**LUMO (spin up / spin down)**: -0.0234 / -0.0234 hartree
**Energy above the lowest of the compared OMol25 structures with the same formula, charge and spin**: 786.03 kJ/mol
**Multiplicity**: 1
**E_tot**: -395.849028 Ha
**Kohn-Sham gap (spin up / spin down)**: 6.97 / 6.97 eV
**Net charge**: 0

No. 2
C4H7N3O | ωB97M-V/def2-TZVPD

Geometry as XYZ:
```
15
Properties=species:S:1:pos:R:3:forces:R:3
C -0.118 -0.530 -0.217 -2.51 -4.45 1.09
C -1.546 -0.769 -0.675 -2.75 -1.51 -0.99
C -0.819 0.697 -0.584 3.20 0.87 -1.01
C 1.369 -0.383 -0.437 -2.45 0.89 1.56
H -0.550 -0.004 1.753 1.54 -1.86 0.15
H 0.688 -1.555 1.492 -3.71 2.90 0.38
H -2.264 -1.546 0.001 2.27 3.03 -1.13
H -2.117 -0.787 -1.703 2.09 0.12 1.55
H -0.336 0.797 -1.636 -1.84 0.25 0.94
H 0.182 2.673 0.272 -0.95 -3.96 -0.77
H 2.141 1.074 0.705 -0.78 0.53 -0.40
N -0.332 -0.962 1.327 3.56 -0.04 -2.10
N 0.064 1.526 0.270 0.82 3.61 1.49
N 1.438 1.008 -0.050 0.61 -0.93 -0.35
O 2.201 -1.238 -0.517 0.90 0.54 -0.42
```
Forces are in eV/Å.

**LUMO**: 0.0276 hartree
**Energy above the lowest of the compared OMol25 structures with the same formula, charge and spin**: 804.16 kJ/mol
**Multiplicity**: 1
**E_tot**: -395.842123 Ha
**Kohn-Sham gap**: 9.90 eV
**Net charge**: 0
**SMILES**: N[C@@]12C[C@H]1NNC2=O

No. 3
C4H7N3O | ωB97M-V/def2-TZVPD

Geometry as XYZ:
```
15
Properties=species:S:1:pos:R:3:forces:R:3
C -0.193 1.145 0.571 -0.27 3.60 1.68
C 0.893 -0.987 -1.059 -1.31 0.19 2.85
C 0.134 -1.086 0.313 0.72 -0.16 1.10
C -1.063 -0.015 0.144 2.46 2.19 0.04
H -0.872 1.920 2.097 -0.37 0.54 0.50
H 1.086 2.224 -0.629 -0.37 -2.47 0.65
H 1.920 -1.248 -0.747 -0.25 -0.01 -1.08
H 0.321 -1.635 -1.747 0.96 0.57 -0.31
H 0.661 -1.074 1.361 -0.17 0.37 -2.63
H -1.845 -1.848 0.250 -1.59 -1.46 -1.33
H -1.321 0.053 -0.878 -0.19 0.61 -1.14
N -0.131 2.157 1.450 -0.98 -3.71 -1.74
N 0.859 1.207 -0.338 1.17 3.13 0.04
N -1.232 -1.237 0.664 -0.02 -1.53 3.37
O 0.783 0.424 -1.450 0.21 -1.86 -2.00
```
Forces are in eV/Å.

**LUMO**: 0.0298 hartree
**Energy above the lowest of the compared OMol25 structures with the same formula, charge and spin**: 653.21 kJ/mol
**Multiplicity**: 1
**E_tot**: -395.899615 Ha
**Kohn-Sham gap**: 9.39 eV
**Net charge**: 0
**SMILES**: [H]/N=C1/NOC[C@@H]2N[C@@H]12

No. 4
C4H7N3O | ωB97M-V/def2-TZVPD

Geometry as XYZ:
```
15
Properties=species:S:1:pos:R:3:forces:R:3
C 1.478 -0.281 -0.468 0.83 -2.81 2.52
C -0.646 0.564 -0.385 -2.53 4.56 4.89
C -1.580 0.453 0.789 0.32 -2.54 -2.85
C -0.198 -0.118 1.053 -2.16 -0.87 -4.90
H 0.638 -2.913 0.194 -1.70 2.41 -2.37
H 2.328 -0.897 -0.596 1.23 0.17 -1.42
H 0.047 2.312 -1.354 -0.12 1.08 -1.88
H -0.859 -0.043 -1.195 -0.02 -1.43 -1.20
H -2.346 -0.261 0.432 -0.45 1.05 1.33
H -1.557 1.353 1.340 -1.50 0.58 0.85
H 0.180 0.555 1.700 2.42 1.69 1.85
N 0.752 -1.081 0.548 0.49 1.02 -0.38
N 1.200 0.787 -1.007 6.65 1.10 -3.21
N 0.307 1.656 -0.688 -4.28 -2.48 3.47
O 0.257 -2.085 -0.363 0.82 -3.54 3.30
```
Forces are in eV/Å.

**LUMO**: 0.0325 hartree
**Energy above the lowest of the compared OMol25 structures with the same formula, charge and spin**: 854.22 kJ/mol
**Multiplicity**: 1
**E_tot**: -395.823055 Ha
**Kohn-Sham gap**: 9.13 eV
**Net charge**: 0

No. 5
C4H7N3O | ωB97M-V/def2-TZVPD

Geometry as XYZ:
```
15
Properties=species:S:1:pos:R:3:forces:R:3
C 1.177 -1.386 -0.017 -2.00 -6.57 0.48
C -0.194 -0.874 0.059 -2.83 1.34 0.10
C -2.185 0.553 -0.131 2.56 0.90 0.24
C -0.596 0.551 0.191 0.69 4.23 -2.35
H 1.676 1.034 0.300 -0.65 -0.17 0.48
H 3.275 0.826 0.063 -1.65 -0.55 -0.83
H 1.217 -2.585 -0.060 -0.44 2.61 0.31
H -2.376 1.113 -1.104 0.09 -1.27 1.07
H -2.546 1.204 0.687 -1.07 -1.15 -0.22
H -0.155 1.136 1.083 -1.47 -1.49 -0.40
H -0.128 1.334 -0.588 -0.80 -2.19 0.93
N 2.312 0.503 -0.258 3.86 -0.05 0.53
N 2.327 -0.926 -0.079 0.24 3.56 -0.52
N -1.290 -1.593 0.050 1.11 -0.95 -1.21
O -2.515 -0.892 -0.196 2.35 1.74 1.36
```
Forces are in eV/Å.

**LUMO**: 0.0069 hartree
**Energy above the lowest of the compared OMol25 structures with the same formula, charge and spin**: 518.17 kJ/mol
**Multiplicity**: 1
**E_tot**: -395.951050 Ha
**Kohn-Sham gap**: 9.28 eV
**Net charge**: 0
**SMILES**: N/N=C\C1=NOCC1

No. 6
C4H7N3O2 | ωB97M-V/def2-TZVPD

Geometry as XYZ:
```
16
Properties=species:S:1:pos:R:3:forces:R:3
C -3.299 -0.120 0.169 0.12 -0.49 0.49
C -0.958 0.180 -0.179 2.17 -1.40 1.09
C 1.335 -0.029 0.051 -1.51 2.37 0.88
C 3.741 -0.310 0.011 -0.30 0.53 -1.09
H -4.044 -0.852 0.692 1.88 0.71 -1.35
H -3.164 0.690 0.966 -0.08 -0.79 -1.53
H -3.721 0.212 -0.826 0.35 -0.06 1.41
H -1.830 1.886 -0.333 1.48 -0.61 0.40
H 1.428 1.073 0.336 0.16 -1.50 -0.66
H 2.176 -1.800 -0.333 0.91 2.09 0.75
H 4.532 -1.113 -0.123 -0.79 0.71 0.38
N -0.880 1.437 -0.184 -2.53 1.18 -0.75
N 0.220 -0.611 -0.096 -0.37 0.08 -0.82
N 2.423 -0.791 -0.054 1.91 -2.83 -0.44
O -1.934 -0.734 -0.140 -3.54 1.32 0.80
O 3.974 0.883 0.043 0.15 -1.33 0.43
```
Forces are in eV/Å.

**LUMO**: 0.0224 hartree
**Energy above the lowest of the compared OMol25 structures with the same formula, charge and spin**: 203.13 kJ/mol
**Multiplicity**: 1
**E_tot**: -471.325666 Ha
**Kohn-Sham gap**: 10.04 eV
**Net charge**: 0
**SMILES**: [H]/N=C(/N=C/NC=O)OC

No. 7
C4H7N3O2 | ωB97M-V/def2-TZVPD

Geometry as XYZ:
```
16
Properties=species:S:1:pos:R:3:forces:R:3
C 1.373 -0.119 0.384 1.82 0.29 -1.53
C 0.202 -0.708 -0.381 -0.72 0.31 0.49
C -1.189 1.344 -0.080 0.99 4.07 -1.16
C -2.157 -0.695 0.224 0.51 -3.90 -1.33
H 3.259 0.593 -0.192 -0.48 -0.56 0.54
H 2.332 0.190 -1.476 -0.36 -0.49 1.01
H 0.577 -0.225 2.026 0.99 1.19 -0.03
H -0.007 -1.751 -0.112 0.17 0.31 0.12
H 0.326 -0.700 -1.472 0.20 0.21 0.29
H -0.300 1.841 -0.503 0.23 0.03 0.12
H -2.995 -0.125 -0.018 -2.02 1.01 0.60
N 2.490 -0.021 -0.476 0.10 1.18 -0.56
N 1.436 0.232 1.606 -1.58 -1.60 -0.08
N -1.028 0.036 -0.035 0.12 -3.07 0.79
O -2.150 2.030 0.194 -0.05 -1.01 0.27
O -2.169 -1.924 0.313 0.08 2.04 0.48
```
Forces are in eV/Å.

**LUMO**: 0.0152 hartree
**Energy above the lowest of the compared OMol25 structures with the same formula, charge and spin**: 128.99 kJ/mol
**Multiplicity**: 1
**E_tot**: -471.353904 Ha
**Kohn-Sham gap**: 10.58 eV
**Net charge**: 0
**SMILES**: [H]/N=C(/N)CN(C=O)C=O

No. 8
C4H7N3O2S | ωB97M-V/def2-TZVPD

Geometry as XYZ:
```
17
Properties=species:S:1:pos:R:3:forces:R:3
C 2.802 -0.505 -0.879 -2.70 0.84 4.06
C -1.087 0.907 0.039 3.10 1.95 -1.74
C 1.751 -0.256 1.129 -0.32 0.40 1.59
C -2.545 0.993 -0.155 -3.24 -2.10 0.61
N 1.587 -0.685 -1.135 -0.95 -0.77 -2.34
N 0.818 -0.558 -0.008 2.23 0.01 1.11
N -0.478 -0.356 -0.149 -0.40 4.02 -0.24
O -0.388 1.927 0.181 -1.18 -1.88 0.39
O 3.002 -0.175 0.450 0.19 0.08 0.41
S -1.514 -1.761 0.063 -1.37 -4.33 0.36
H 3.617 -0.294 -1.445 1.94 -0.10 -2.07
H 1.528 0.755 1.741 0.34 -2.28 -1.57
H 1.797 -1.177 1.835 -0.27 1.61 -0.99
H -3.043 0.267 0.609 0.74 1.49 -0.66
H -2.880 2.037 0.059 0.24 -1.00 -0.49
H -3.061 0.472 -1.090 1.68 1.61 1.40
H -1.908 -1.590 -1.246 -0.02 0.46 0.18
```
Forces are in eV/Å.

**LUMO (spin up / spin down)**: 0.0243 / -0.1084 hartree
**Energy above the lowest of the compared OMol25 structures with the same formula, charge and spin**: 182.60 kJ/mol
**Multiplicity**: 3
**E_tot**: -869.272704 Ha
**Kohn-Sham gap (spin up / spin down)**: 5.83 / 5.57 eV
**Net charge**: 0